Molecular formula: C13H16ClN3O2S2
Method: DFT, ωB97M-V/def2-TZVPD

Properties
E_HOMO = -8.37 eV
frontier orbital gap = 8.766 eV
ΔE to the lowest compared entry with this formula, charge and spin = 110.5 kJ/mol
maximum force = 4.0 eV Å⁻¹
SMILES = CN(C)CCNc1nc(S(=O)(=O)c2ccccc2)c(Cl)s1
calculated total energy = -56496.43709 eV

Structure (ORCA input):
```
! RIJCOSX wB97M-V def2-TZVPD def2/J DEFGRID3
* xyz 0 1
O -2.54 -0.79 4.24
O -0.41 -1.87 4.78
Cl -1.69 -3.33 2.04
N -0.05 0.27 1.49
S -0.66 -1.62 -0.20
C -0.03 -0.06 0.23
C -0.99 -1.85 1.48
C -0.61 -0.77 2.26
C 0.43 3.38 5.47
C 1.39 2.39 5.29
C -0.91 3.13 5.28
C 0.95 1.10 4.90
C -1.35 1.88 4.88
C -0.44 0.85 4.66
N 0.41 0.94 -0.62
N 1.67 -0.15 -4.01
C 2.45 -1.31 -4.49
C 1.68 1.02 -4.90
C 0.48 0.84 -2.07
C 1.78 0.19 -2.56
S -1.04 -0.75 4.05
H 0.73 4.38 5.77
H 2.46 2.50 5.45
H -1.61 3.96 5.42
H 1.67 0.34 4.72
H -2.43 1.78 4.78
H 0.82 1.73 -0.18
H 2.14 -1.49 -5.53
H 2.21 -2.21 -3.91
H 3.52 -1.14 -4.44
H 2.64 1.54 -4.92
H 0.94 1.79 -4.61
H 1.39 0.74 -5.94
H 0.37 1.87 -2.46
H -0.34 0.23 -2.41
H 2.61 0.84 -2.38
H 1.94 -0.76 -1.97
*
```

natural (NBO) atomic charge list, values in e, 2 entries: -0.91, -0.90

=====

Molecular formula: C3H7NOS
Method: DFT, ωB97M-V/def2-TZVPD

Properties
E_HOMO = -9.45 eV
frontier orbital gap = 10.224 eV
ΔE to the lowest compared entry with this formula, charge and spin = 80.0 kJ/mol
maximum force = 6.4 eV Å⁻¹
SMILES = CCSC(N)=O
calculated total energy = -17597.10043 eV

Structure (ORCA input):
```
! RIJCOSX wB97M-V def2-TZVPD def2/J DEFGRID3
* xyz 0 1
C -1.00 0.27 -1.69
C -0.04 1.14 -0.83
C 0.33 -0.57 1.19
H -1.51 -0.45 -1.06
H -0.45 -0.20 -2.58
H -1.83 0.81 -2.11
H -0.50 1.68 -0.01
H 0.52 1.74 -1.53
H 0.84 -1.83 2.86
H 1.96 -0.80 2.44
N 1.21 -1.18 2.10
O -0.81 -0.72 1.36
S 1.27 0.09 -0.14
*
```

natural (NBO) atomic charge list, values in e, 2 entries: -0.63, -0.52

=====

Molecular formula: C40H42CeN6O7PS
Method: DFT, ωB97M-V/def2-TZVPD

Properties
E_HOMO (spin up / spin down) = -9.84 / -9.84 eV
frontier orbital gap (spin up / spin down) = 5.679 / 5.677 eV
ΔE to the lowest compared entry with this formula, charge and spin = 105.6 kJ/mol
maximum force = 4.5 eV Å⁻¹
calculated total energy = -98483.48719 eV

Structure (ORCA input):
```
! RIJCOSX wB97M-V def2-TZVPD def2/J DEFGRID3
* xyz 1 1
Ce 0.52 -0.17 -0.12
C 4.36 6.99 -3.10
O 3.84 5.78 -3.59
C 4.64 4.66 -3.58
C 5.88 4.57 -2.95
C 6.57 3.37 -2.96
C 6.04 2.24 -3.58
C 4.82 2.36 -4.25
C 4.14 3.55 -4.26
N 6.80 1.08 -3.68
N 6.36 -0.07 -3.48
C 5.13 -0.29 -2.91
C 4.34 -1.29 -3.46
C 2.98 -1.34 -3.22
C 2.36 -0.44 -2.32
O 1.09 -0.30 -2.25
C 3.23 0.37 -1.50
N 2.70 1.02 -0.43
C 3.49 1.76 0.32
C 4.87 1.88 0.11
C 5.43 1.23 -0.96
C 4.62 0.47 -1.82
H 3.62 7.75 -3.34
H 5.31 7.25 -3.59
H 4.51 6.96 -2.02
H 6.31 5.42 -2.44
H 7.53 3.30 -2.47
H 4.41 1.51 -4.78
H 3.22 3.66 -4.81
H 4.79 -1.96 -4.18
H 2.36 -2.05 -3.72
H 3.01 2.28 1.14
H 5.48 2.46 0.79
H 6.50 1.25 -1.12
N -2.59 -0.21 1.83
C -3.75 -0.36 1.09
C -5.00 -0.26 1.70
C -6.16 -0.38 0.97
C -6.10 -0.62 -0.40
C -4.87 -0.69 -1.02
C -3.69 -0.55 -0.30
P -2.10 -0.48 -1.22
C -2.07 -2.08 -2.10
C -2.89 -3.14 -1.73
C -2.81 -4.35 -2.41
C -1.90 -4.50 -3.44
C -1.06 -3.45 -3.79
C -1.14 -2.25 -3.12
C -2.75 0.65 -2.53
C -2.96 1.96 -2.11
C -3.50 2.90 -2.97
C -3.83 2.54 -4.26
C -3.62 1.24 -4.69
C -3.08 0.29 -3.83
H -2.75 -0.31 2.82
H -1.84 -0.82 1.50
H -5.05 -0.11 2.77
H -7.12 -0.29 1.46
H -7.01 -0.73 -0.97
H -4.83 -0.87 -2.08
H -3.57 -3.04 -0.90
H -3.44 -5.17 -2.12
H -1.83 -5.45 -3.96
H -0.33 -3.58 -4.58
H -0.48 -1.43 -3.38
H -2.69 2.23 -1.09
H -3.66 3.91 -2.62
H -4.25 3.27 -4.93
H -3.88 0.96 -5.70
H -2.92 -0.72 -4.16
N 0.87 -0.25 2.61
C 1.00 0.98 3.38
C -0.21 1.88 3.05
N -0.32 1.97 1.59
H 0.12 -0.82 2.98
H 1.72 -0.81 2.65
H 1.92 1.48 3.07
H 1.04 0.83 4.47
H -0.10 2.86 3.54
H -1.12 1.41 3.43
H 0.30 2.70 1.24
H -1.27 2.20 1.32
O -0.47 -3.99 -0.07
C -0.01 -2.87 0.05
O -0.65 -1.85 0.54
C 1.45 -2.51 -0.36
O 1.96 -3.04 -1.35
O 1.99 -1.64 0.39
C 0.22 2.31 -3.72
S 0.00 3.15 -2.12
C 1.70 3.82 -1.98
O -0.04 2.06 -1.10
H 0.86 1.44 -3.55
H 0.64 2.99 -4.45
H -0.75 1.97 -4.06
H 1.93 4.47 -2.81
H 2.39 2.98 -1.95
H 1.77 4.39 -1.05
*
```

Löwdin atomic charge list, values in e, 2 entries: 1.16, -0.08

=====

Molecular formula: C8H12N2O
Method: DFT, ωB97M-V/def2-TZVPD

Properties
E_HOMO = -9.30 eV
frontier orbital gap = 10.088 eV
ΔE to the lowest compared entry with this formula, charge and spin = 240.1 kJ/mol
maximum force = 7.7 eV Å⁻¹
SMILES = CNC(C)=O.c1ccncc1
calculated total energy = -13515.92583 eV

Structure (ORCA input):
```
! RIJCOSX wB97M-V def2-TZVPD def2/J DEFGRID3
* xyz 0 1
C 4.03 -1.41 -0.20
C 2.90 -0.61 0.10
C 1.96 1.62 -0.06
C -3.47 -0.33 -1.34
C -3.25 0.90 -0.68
C -3.32 0.97 0.60
C -3.21 -0.19 1.40
C -3.28 -1.41 0.72
H 5.00 -0.84 0.07
H 4.09 -1.78 -1.12
H 4.07 -2.51 0.30
H 4.05 0.94 -0.37
H 1.10 1.09 0.21
H 2.18 2.36 0.81
H 1.97 2.07 -1.07
H -3.67 -0.40 -2.40
H -3.11 1.74 -1.48
H -3.06 1.92 1.05
H -3.22 -0.16 2.52
H -3.11 -2.33 1.31
N 3.14 0.71 0.17
N -3.47 -1.44 -0.67
O 1.67 -0.89 0.14
*
```

natural (NBO) atomic charge list, values in e, 2 entries: -0.70, 0.63

=====

Molecular formula: C28H49Cl14N4O3
Method: DFT, ωB97M-V/def2-TZVPD

Properties
E_HOMO = -11.78 eV
frontier orbital gap = 7.897 eV
maximum force = 1.9 eV Å⁻¹
calculated total energy = -217240.53446 eV

Structure (ORCA input):
```
! RIJCOSX wB97M-V def2-TZVPD def2/J DEFGRID3
* xyz 1 1
C 8.72 2.10 2.88
C 7.61 2.75 2.00
C 6.71 1.72 1.30
N 5.36 2.25 1.00
O 4.96 1.75 -0.27
C 3.84 2.34 -0.77
O 3.50 2.08 -1.88
C 3.07 3.29 0.13
C 1.87 2.89 0.72
C 1.25 1.51 0.46
C 1.51 0.54 1.66
C 1.25 3.81 1.54
N 1.76 5.02 1.72
C 2.92 5.43 1.17
N 3.34 6.71 1.49
C 3.54 6.91 2.95
C 4.99 7.25 3.36
C 3.59 4.56 0.33
O 4.76 4.88 -0.34
C 5.77 5.19 0.44
N 6.59 5.76 1.00
H 8.49 2.30 3.93
H 8.87 1.04 2.69
H 9.65 2.66 2.70
H 7.01 3.42 2.62
H 8.10 3.37 1.25
H 7.18 1.42 0.36
H 6.64 0.85 1.96
H 4.76 1.87 1.73
H 1.59 1.10 -0.50
H 0.17 1.70 0.36
H 1.40 1.12 2.57
H 2.56 0.22 1.58
H 0.82 -0.30 1.64
H 0.31 3.51 2.02
H 1.28 5.66 2.34
H 4.15 6.98 0.94
H 2.90 7.72 3.32
H 3.24 6.03 3.54
H 5.56 6.32 3.36
H 4.95 7.57 4.41
H 5.45 8.01 2.74
Cl -0.90 3.77 4.39
C -0.44 2.36 5.37
C 0.95 2.49 5.95
Cl 2.19 2.42 4.68
H -0.53 1.47 4.74
H -1.17 2.28 6.18
H 1.13 1.66 6.64
H 1.07 3.42 6.50
Cl 5.83 6.55 -5.08
C 4.59 5.42 -4.49
C 4.80 4.01 -5.00
Cl 4.52 3.88 -6.75
H 3.61 5.80 -4.79
H 4.64 5.42 -3.40
H 4.10 3.34 -4.51
H 5.81 3.66 -4.79
Cl -1.23 -1.26 0.19
C -1.53 -1.72 -1.51
C -0.28 -1.61 -2.34
Cl 0.25 0.09 -2.53
H -2.32 -1.08 -1.90
H -1.89 -2.75 -1.52
H -0.46 -2.01 -3.34
H 0.54 -2.16 -1.89
Cl -1.94 -5.19 1.17
C -2.72 -6.34 0.05
C -2.31 -6.09 -1.38
Cl -2.97 -4.55 -2.00
H -3.79 -6.26 0.18
H -2.41 -7.34 0.36
H -2.70 -6.89 -2.02
H -1.23 -6.07 -1.48
Cl -5.24 -8.29 0.56
C -6.62 -8.41 1.69
C -6.98 -7.06 2.27
Cl -5.72 -6.45 3.38
H -6.36 -9.12 2.47
H -7.46 -8.80 1.13
H -7.90 -7.14 2.85
H -7.13 -6.32 1.49
Cl -7.03 -4.65 -1.07
C -7.72 -5.79 -2.26
C -9.15 -6.14 -1.95
Cl -9.28 -7.12 -0.47
H -7.08 -6.67 -2.29
H -7.67 -5.30 -3.24
H -9.57 -6.73 -2.76
H -9.76 -5.25 -1.82
Cl -7.94 -3.54 -5.60
C -8.62 -4.68 -6.80
C -10.05 -5.03 -6.49
Cl -10.20 -6.02 -5.01
H -7.99 -5.56 -6.82
H -8.56 -4.18 -7.77
H -10.47 -5.62 -7.31
H -10.67 -4.14 -6.36
*
```

Löwdin atomic charge list, values in e, 2 entries: -0.09, -0.25

=====

Molecular formula: C6H13N3O2
Method: DFT, ωB97M-V/def2-TZVPD

Properties
E_HOMO = -8.62 eV
frontier orbital gap = 9.364 eV
ΔE to the lowest compared entry with this formula, charge and spin = 0.0 kJ/mol
maximum force = 2.6 eV Å⁻¹
SMILES = NC(=O)NCN1CCOCC1
calculated total energy = -14998.05130 eV

Structure (ORCA input):
```
! RIJCOSX wB97M-V def2-TZVPD def2/J DEFGRID3
* xyz 0 1
O 0.65 0.63 -3.42
O 0.09 1.18 2.84
C -0.13 -0.27 -3.03
N -1.03 -0.76 -3.94
N -0.24 -0.70 -1.72
N 0.10 -0.70 0.60
C 0.63 -0.19 -0.67
C 1.32 0.64 2.33
C -0.90 1.26 1.77
C 1.17 -0.74 1.65
C -1.17 -0.08 1.11
H -1.13 -0.22 -4.78
H -1.90 -1.13 -3.53
H -0.71 -1.58 -1.55
H 0.66 0.90 -0.69
H 1.65 -0.58 -0.84
H 1.80 1.35 1.62
H 1.99 0.55 3.18
H -1.83 1.60 2.26
H -0.61 2.03 1.04
H 0.98 -1.46 2.42
H 2.13 -1.03 1.20
H -1.90 0.04 0.30
H -1.62 -0.75 1.87
*
```

natural (NBO) atomic charge list, values in e, 2 entries: -0.67, -0.53

=====

Molecular formula: F18K4P3
Method: DFT, ωB97M-V/def2-TZVPD

Properties
E_HOMO (spin up / spin down) = -4.61 / -10.83 eV
frontier orbital gap (spin up / spin down) = 3.431 / 9.780 eV
maximum force = 4.4 eV Å⁻¹
calculated total energy = -142102.09919 eV

Structure (ORCA input):
```
! RIJCOSX wB97M-V def2-TZVPD def2/J DEFGRID3
* xyz 0 2
K 4.71 3.62 -1.20
K 1.84 1.99 2.54
K 0.45 -2.47 -0.98
K -0.38 3.57 -1.54
P 2.22 0.94 -1.02
F 2.53 -0.54 -1.73
F 0.76 0.79 -1.75
F 1.60 0.23 0.29
F 1.68 2.35 -0.45
F 3.65 1.16 -0.34
F 2.86 1.67 -2.21
P -3.13 0.05 -1.36
F -1.81 -0.67 -1.98
F -2.33 1.28 -0.51
F -2.98 1.05 -2.57
F -4.42 0.76 -0.80
F -4.27 -0.86 -2.12
F -3.15 -1.02 -0.08
P 0.03 -1.99 2.54
F -0.51 -3.55 2.29
F 1.33 -2.29 1.51
F -0.80 -1.47 1.31
F 0.46 -0.47 2.87
F -1.25 -1.60 3.48
F 0.92 -2.52 3.81
*
```

natural (NBO) atomic charge list, values in e, 2 entries: 0.25, 0.87

=====

Molecular formula: C2H4N2O2PS3
Method: DFT, ωB97M-V/def2-TZVPD

Properties
E_HOMO = -4.28 eV
frontier orbital gap = 7.532 eV
ΔE to the lowest compared entry with this formula, charge and spin = 7.7 kJ/mol
maximum force = 3.2 eV Å⁻¹
calculated total energy = -51010.94589 eV

Structure (ORCA input):
```
! RIJCOSX wB97M-V def2-TZVPD def2/J DEFGRID3
* xyz -1 1
C 3.00 2.49 0.15
C -0.57 0.73 0.60
N -0.54 -1.74 -0.83
N -0.82 1.92 0.82
O 2.82 3.26 -0.65
O 3.25 1.77 1.00
P 3.16 -0.58 -0.28
S 2.20 -1.90 0.84
S -1.56 -0.49 -0.26
S 1.83 0.24 -1.47
H -0.04 0.16 1.40
H -0.18 -1.40 -1.71
H 0.30 -1.95 -0.15
H -1.55 2.33 0.21
*
```

natural (NBO) atomic charge list, values in e, 2 entries: 1.05, -0.04

=====

Molecular formula: C14H31IN3O7S
Method: DFT, ωB97M-V/def2-TZVPD

Properties
E_HOMO = -11.10 eV
frontier orbital gap = 5.896 eV
maximum force = 5.3 eV Å⁻¹
calculated total energy = -52742.07696 eV

Structure (ORCA input):
```
! RIJCOSX wB97M-V def2-TZVPD def2/J DEFGRID3
* xyz 1 1
S -0.09 -6.69 0.91
C -0.27 -5.23 0.12
N 0.00 -4.14 -0.56
C 0.69 -3.24 0.39
C 2.10 -3.58 0.91
I 3.28 -5.31 0.38
C 2.63 -2.51 1.93
N 1.75 -1.44 2.22
N 0.55 -1.10 1.78
C -0.06 -1.96 0.85
C -1.52 -1.54 0.32
C -2.58 -2.83 0.73
C -2.19 -3.59 2.16
O -3.42 -2.61 1.97
H 3.67 -2.60 2.42
H 2.14 -0.78 2.93
H -1.93 -0.63 0.85
H -1.56 -1.47 -0.82
H -3.01 -3.51 -0.17
H -2.49 -4.68 2.03
H -1.38 -3.18 2.84
C 3.09 1.44 -0.58
O 3.58 0.22 -0.03
H 3.56 1.60 -1.55
H 2.01 1.37 -0.71
H 3.34 2.27 0.09
H 3.15 0.10 0.82
C 1.70 3.95 -3.26
O 0.67 3.39 -2.46
H 2.55 4.19 -2.62
H 2.01 3.23 -4.02
H 1.34 4.87 -3.73
H -0.07 3.19 -3.05
C -5.30 -5.66 0.45
O -4.26 -5.47 -0.50
H -5.11 -5.02 1.31
H -6.26 -5.40 0.01
H -5.31 -6.71 0.78
H -4.44 -6.05 -1.25
C -0.15 5.73 0.04
O 0.88 5.91 -0.92
H 0.06 6.36 0.90
H -1.11 6.00 -0.39
H -0.16 4.68 0.36
H 0.68 5.34 -1.67
C -0.25 -0.08 -4.55
O 0.47 0.89 -3.80
H -0.83 0.43 -5.32
H 0.44 -0.78 -5.02
H -0.93 -0.62 -3.89
H 0.97 0.42 -3.13
C 1.52 5.65 4.06
O 0.45 5.43 3.15
H 2.05 6.55 3.76
H 1.12 5.78 5.07
H 2.20 4.80 4.03
H -0.01 4.63 3.43
*
```

natural (NBO) atomic charge list, values in e, 2 entries: 0.19, 0.27

=====

Molecular formula: C4H11NO3
Method: DFT, ωB97M-V/def2-TZVPD

Properties
E_HOMO = -9.36 eV
frontier orbital gap = 10.167 eV
ΔE to the lowest compared entry with this formula, charge and spin = 315.0 kJ/mol
maximum force = 2.0 eV Å⁻¹
SMILES = CN(C)O.COC=O
calculated total energy = -11956.84461 eV

Structure (ORCA input):
```
! RIJCOSX wB97M-V def2-TZVPD def2/J DEFGRID3
* xyz 0 1
C -3.50 0.71 0.77
C -1.35 -0.07 1.30
O -2.09 0.97 0.84
O -1.75 -1.19 1.56
H -0.31 0.27 1.42
H -4.02 1.67 0.86
H -3.84 0.06 1.59
H -3.75 0.26 -0.20
C 2.35 -1.38 -0.90
C 2.08 0.92 -0.24
N 1.39 -0.35 -0.48
O 0.55 -0.12 -1.64
H -0.29 -0.52 -1.36
H 1.35 1.68 0.08
H 2.87 -1.10 -1.82
H 1.82 -2.32 -1.08
H 3.09 -1.57 -0.12
H 2.59 1.29 -1.14
H 2.81 0.82 0.56
*
```

natural (NBO) atomic charge list, values in e, 2 entries: -0.27, 0.64

=====

Molecular formula: CH6NO2
Method: DFT, ωB97M-V/def2-TZVPD

Properties
E_HOMO = -2.31 eV
frontier orbital gap = 6.857 eV
ΔE to the lowest compared entry with this formula, charge and spin = 136.0 kJ/mol
maximum force = 2.8 eV Å⁻¹
calculated total energy = -6718.42074 eV

Structure (ORCA input):
```
! RIJCOSX wB97M-V def2-TZVPD def2/J DEFGRID3
* xyz -1 1
O -2.47 -0.67 1.13
H -2.97 -0.21 0.50
N -0.01 -0.58 -0.21
C 0.87 0.55 -0.08
O 2.30 0.70 -0.62
H -1.50 -0.64 0.76
H -0.02 -0.98 -1.19
H 1.05 0.67 1.05
H 0.39 1.39 -0.45
H 2.36 -0.23 -0.89
*
```

natural (NBO) atomic charge list, values in e, 2 entries: -1.03, 0.44

=====

Molecular formula: C8H7Cl3N6O4Pd
Method: DFT, ωB97M-V/def2-TZVPD

Properties
E_HOMO = -8.34 eV
frontier orbital gap = 7.467 eV
ΔE to the lowest compared entry with this formula, charge and spin = 0.0 kJ/mol
maximum force = 1.8 eV Å⁻¹
calculated total energy = -66583.33381 eV

Structure (ORCA input):
```
! RIJCOSX wB97M-V def2-TZVPD def2/J DEFGRID3
* xyz 0 1
Pd 1.16 0.47 -0.06
Cl -1.95 -0.91 6.03
C -1.61 -0.55 4.36
C -0.35 -0.74 3.85
C -0.14 -0.43 2.52
Cl 1.46 -0.74 1.84
C -1.08 0.06 1.65
O -0.85 0.37 0.37
C -2.35 0.22 2.22
Cl -3.62 0.84 1.20
C -2.61 -0.07 3.54
H 0.45 -1.12 4.47
H -3.61 0.09 3.93
N 0.72 1.66 -1.72
N 0.30 1.08 -2.93
C 0.21 -0.28 -3.14
N -0.22 -0.64 -4.34
N 0.60 -1.03 -2.14
N 0.58 -2.41 -2.31
O 0.89 -3.03 -1.34
O 0.20 -2.94 -3.37
H -0.04 2.19 -1.33
H 1.56 2.23 -1.85
H 0.05 1.71 -3.67
H -0.56 0.03 -5.01
H -0.30 -1.64 -4.51
O 4.34 2.56 1.29
C 3.69 1.85 0.61
N 3.07 1.14 -0.15
*
```

natural (NBO) atomic charge list, values in e, 2 entries: 0.92, 0.01

=====

Please write out number 12 again, unchanged.
Molecular formula: C8H7Cl3N6O4Pd
Method: DFT, ωB97M-V/def2-TZVPD

Properties
E_HOMO = -8.34 eV
frontier orbital gap = 7.467 eV
ΔE to the lowest compared entry with this formula, charge and spin = 0.0 kJ/mol
maximum force = 1.8 eV Å⁻¹
calculated total energy = -66583.33381 eV

Structure (ORCA input):
```
! RIJCOSX wB97M-V def2-TZVPD def2/J DEFGRID3
* xyz 0 1
Pd 1.16 0.47 -0.06
Cl -1.95 -0.91 6.03
C -1.61 -0.55 4.36
C -0.35 -0.74 3.85
C -0.14 -0.43 2.52
Cl 1.46 -0.74 1.84
C -1.08 0.06 1.65
O -0.85 0.37 0.37
C -2.35 0.22 2.22
Cl -3.62 0.84 1.20
C -2.61 -0.07 3.54
H 0.45 -1.12 4.47
H -3.61 0.09 3.93
N 0.72 1.66 -1.72
N 0.30 1.08 -2.93
C 0.21 -0.28 -3.14
N -0.22 -0.64 -4.34
N 0.60 -1.03 -2.14
N 0.58 -2.41 -2.31
O 0.89 -3.03 -1.34
O 0.20 -2.94 -3.37
H -0.04 2.19 -1.33
H 1.56 2.23 -1.85
H 0.05 1.71 -3.67
H -0.56 0.03 -5.01
H -0.30 -1.64 -4.51
O 4.34 2.56 1.29
C 3.69 1.85 0.61
N 3.07 1.14 -0.15
*
```

natural (NBO) atomic charge list, values in e, 2 entries: 0.92, 0.01